{
  "formula": "C2H7O4",
  "method": "the ωB97M-V functional and the def2-TZVPD basis",
  "symbols": ["O", "O", "O", "O", "C", "C", "H", "H", "H", "H", "H", "H", "H"],
  "coordinates": [[-0.770, -0.563, -0.448], [1.521, 3.470, -1.404], [-0.739, 1.855, 0.747], [-1.219, -2.497, 0.577], [1.070, -1.748, 0.415], [-0.440, -1.635, 0.177], [-0.702, 0.927, 0.379], [1.145, 3.257, -0.540], [1.607, -0.815, 0.523], [1.230, 2.739, -1.962], [1.249, -2.439, 1.246], [0.204, 1.951, 0.970], [1.461, -2.271, -0.456]],
  "total_charge": -1,
  "homo_ev": -4.52,
  "e_tot_ev": -10379.5369,
  "de_lowest_ev": 0.524,
  "gap_ev": 8.280,
  "spin_multiplicity": 1
}